Formula: C2H5O
Source: the OMol25 dataset
Level of theory: wB97M-V/def2-TZVPD

Last column: Mulliken charge in e.
Geometry (Å):
C: -1.6110 0.1591 0.0762  0.10
C: 0.9851 0.1479 0.0096  -0.52
O: -0.1697 0.8171 -0.1327  -0.14
H: -2.2005 1.0759 0.3387  0.31
H: -1.8606 -0.8987 0.1094  0.34
H: 1.8095 0.7473 -0.6021  0.28
H: 1.3408 0.1597 1.1521  0.29
H: 1.2331 -0.8845 -0.2337  0.34

## Properties
charge	+1
Kohn-Sham gap (alpha / beta)	8.531 / 8.529	eV
HOMO (alpha / beta)	-17.2 / -17.2	eV
energy above the lowest of the compared OMol25 structures with the same formula, charge and spin	60.6	kcal per mole
LUMO (alpha / beta)	-0.319 / -0.319	hartree
largest force on an atom	10.070	eV Å⁻¹


Formula: C2H5O2
Source: the OMol25 dataset
Level of theory: wB97M-V/def2-TZVPD

Last column: Mulliken charge in e.
Geometry (Å):
O: -2.6579 -0.4249 0.1103  -1.11
H: -2.1422 -1.1709 0.4326  0.13
C: 0.0993 0.8927 -0.6020  -0.60
C: 0.9545 -0.0842 -0.2920  -0.01
O: 1.9402 -0.0198 0.7672  -0.56
H: -0.9554 0.7897 -0.3178  0.25
H: 0.3073 1.9441 -0.7630  0.26
H: 0.7916 -1.1238 -0.5846  0.28
H: 1.6625 -0.8031 1.2492  0.35

## Properties
charge	-1
Kohn-Sham gap	6.128	eV
HOMO	-2.4	eV
energy above the lowest of the compared OMol25 structures with the same formula, charge and spin	105.5	kcal per mole
LUMO	0.138	hartree
largest force on an atom	2.646	eV Å⁻¹


Formula: C2H5O2
Source: the OMol25 dataset
Level of theory: wB97M-V/def2-TZVPD

Last column: Löwdin spin population.
Geometry (Å):
O: -1.3222 -1.3248 1.9888  0.00
H: -1.4559 -2.1252 1.4677  0.00
O: 0.1129 0.5726 0.2980  0.25
C: 0.9258 0.7062 -0.6117  0.08
C: 0.5969 0.4895 -1.9815  0.60
H: 1.8480 1.2419 -0.3540  0.00
H: -0.3750 0.0547 -2.1507  0.03
H: 1.0051 1.1434 -2.7370  0.03
H: -0.7007 -0.7997 1.4644  0.00

## Properties
⟨S²⟩	0.77
charge	0
Kohn-Sham gap (alpha / beta)	11.253 / 8.553	eV
HOMO (alpha / beta)	-10.4 / -10.5	eV
energy above the lowest of the compared OMol25 structures with the same formula, charge and spin	1.6	kcal per mole
LUMO (alpha / beta)	0.032 / -0.073	hartree
largest force on an atom	1.323	eV Å⁻¹
2S+1	2